Record 1
Computed, not measured: a 7-piece molecular cluster, C49H89BN7O14P overall at a distorted geometry, with ωB97M-V/def2-TZVPD.

The geometry in ORCA input format:
```
! RIJCOSX wB97M-V def2-TZVPD def2/J DEFGRID3
* xyz 0 1
C 8.354 -0.766 2.747
O 7.121 -1.131 2.168
C 7.109 -0.857 0.781
C 5.902 -1.473 0.110
C 4.616 -1.102 0.850
C 4.264 0.396 0.613
C 2.944 0.511 -0.147
C 1.720 0.172 0.654
C 1.532 0.453 1.946
C 0.239 0.079 2.568
O 0.179 -0.314 3.706
C -0.957 0.186 1.661
C -2.230 0.627 2.099
C -2.448 1.006 3.549
C -1.629 2.207 4.032
C -2.214 2.749 5.314
O -2.767 2.084 6.120
O -2.014 4.089 5.524
C -3.284 0.698 1.138
C -4.661 1.121 1.583
C -5.128 2.590 1.332
C -4.246 3.526 0.518
C -3.055 4.152 1.254
C -2.740 5.577 0.756
C -1.253 5.888 0.494
C -1.083 6.454 -0.917
C 0.358 6.673 -1.352
O 1.198 7.013 -0.233
C 2.464 7.331 -0.594
C 3.315 6.262 -1.214
O 2.896 8.421 -0.394
C -3.059 0.327 -0.224
P -4.514 0.424 -1.355
C -5.146 -1.270 -1.672
C -4.104 1.209 -2.962
C -1.772 -0.111 -0.635
B -1.454 -0.541 -2.123
N -1.012 0.457 -3.109
O -1.566 -1.850 -2.495
C -0.749 -0.167 0.317
C 0.629 -0.552 -0.065
O 0.907 -1.405 -0.879
H 8.635 0.255 2.474
H 8.254 -0.811 3.826
H 9.139 -1.446 2.407
H 7.122 0.228 0.631
H 8.028 -1.247 0.323
H 6.007 -2.551 -0.004
H 5.824 -1.019 -0.882
H 3.774 -1.693 0.495
H 4.703 -1.258 1.922
H 4.220 0.924 1.561
H 5.014 0.852 -0.027
H 2.977 -0.060 -1.069
H 2.807 1.558 -0.435
H 2.270 0.956 2.550
H -2.159 0.160 4.165
H -3.484 1.194 3.780
H -1.603 3.030 3.322
H -0.602 1.952 4.280
H -2.504 4.605 4.874
H -4.767 0.937 2.643
H -5.407 0.492 1.114
H -5.291 3.047 2.299
H -6.099 2.575 0.850
H -3.906 3.067 -0.409
H -4.890 4.354 0.220
H -2.173 3.530 1.097
H -3.273 4.169 2.322
H -3.343 5.845 -0.107
H -3.038 6.258 1.555
H -0.641 4.989 0.581
H -0.864 6.591 1.224
H -1.517 5.739 -1.613
H -1.616 7.401 -0.979
H 0.388 7.499 -2.062
H 0.717 5.784 -1.858
H 3.902 5.799 -0.425
H 2.747 5.503 -1.740
H 4.001 6.717 -1.918
H -4.875 -1.905 -0.832
H -6.229 -1.198 -1.671
H -4.811 -1.732 -2.598
H -3.548 0.538 -3.619
H -3.496 2.098 -2.835
H -5.028 1.441 -3.478
H -1.131 1.383 -2.711
H -0.003 0.358 -3.225
H -0.904 -2.042 -3.169
C -1.470 -6.791 -0.703
N -2.424 -5.700 -0.694
C -2.316 -4.644 -1.688
C -3.415 -5.623 0.210
O -4.241 -4.729 0.258
H -0.461 -6.407 -0.565
H -1.528 -7.326 -1.655
H -1.687 -7.482 0.107
H -2.184 -3.686 -1.198
H -3.231 -4.600 -2.280
H -1.468 -4.840 -2.340
H -3.415 -6.464 0.925
C 8.101 -0.939 -5.400
N 7.571 -0.634 -4.085
C 8.488 -0.486 -2.965
C 6.257 -0.482 -3.860
O 5.769 -0.224 -2.773
H 8.642 -1.887 -5.378
H 8.784 -0.152 -5.724
H 7.288 -1.016 -6.118
H 8.254 -1.216 -2.190
H 8.394 0.511 -2.532
H 9.507 -0.637 -3.310
H 5.641 -0.614 -4.765
C -1.137 -11.140 3.517
N -1.472 -11.135 2.107
C -2.469 -10.197 1.620
C -0.890 -11.970 1.227
O -1.136 -12.001 0.037
H -2.021 -11.365 4.116
H -0.749 -10.164 3.815
H -0.379 -11.894 3.714
H -3.296 -10.739 1.159
H -2.024 -9.549 0.866
H -2.841 -9.594 2.444
H -0.148 -12.641 1.693
C 0.546 2.539 -6.886
N 1.078 3.445 -5.887
C 2.462 3.882 -5.983
C 0.333 3.900 -4.867
O 0.736 4.659 -4.003
H 1.113 1.606 -6.891
H 0.606 2.992 -7.878
H -0.495 2.314 -6.665
H 3.011 3.590 -5.087
H 2.508 4.967 -6.069
H 2.923 3.428 -6.857
H -0.700 3.513 -4.878
C 4.420 -5.270 0.381
N 2.984 -5.390 0.536
C 2.134 -4.308 0.061
C 2.415 -6.467 1.106
O 1.217 -6.624 1.257
H 4.785 -4.389 0.915
H 4.679 -5.173 -0.675
H 4.912 -6.153 0.784
H 1.552 -3.896 0.886
H 1.439 -4.678 -0.692
H 2.750 -3.527 -0.373
H 3.152 -7.223 1.430
C -7.268 5.335 5.844
N -7.638 5.323 4.442
C -8.881 5.952 4.027
C -6.867 4.746 3.503
O -7.132 4.706 2.317
H -8.028 4.826 6.440
H -7.171 6.362 6.201
H -6.318 4.824 5.983
H -9.530 5.220 3.547
H -8.678 6.746 3.309
H -9.383 6.367 4.897
H -5.947 4.299 3.922
*
```

## Properties
Orbital gap: 6.77 eV
LUMO level: -0.7 eV
Electronic energy: -101318.761 eV
SMILES string: COCCCCCC1=CC(=O)c2c(CCC(=O)O)c(CCCCCCCCOC(C)=O)c(P(C)C)c(B(N)O)c2C1=O.CN(C)C=O.CN(C)C=O.CN(C)C=O.CN(C)C=O.CN(C)C=O.CN(C)C=O
HOMO level: -7.45 eV

---

Record 2
Computed, not measured: a 9-piece molecular cluster, C49H92F24N9O18S8 overall at a distorted geometry, with ωB97M-V/def2-TZVPD.

The geometry in ORCA input format:
```
! RIJCOSX wB97M-V def2-TZVPD def2/J DEFGRID3
* xyz 1 1
C -2.291 -0.442 -1.770
N -2.596 0.601 -0.583
C -2.948 2.028 -1.187
C -3.783 0.100 0.313
C -1.264 0.614 0.263
C -1.114 1.683 1.362
O -2.223 1.789 2.213
H -1.609 0.122 -2.407
H -3.219 -0.662 -2.297
H -1.770 -1.334 -1.423
H -3.028 2.725 -0.352
H -3.912 2.110 -1.688
H -2.101 2.461 -1.720
H -4.123 0.906 0.963
H -3.507 -0.837 0.798
H -4.640 -0.039 -0.347
H -0.514 0.704 -0.523
H -1.067 -0.372 0.682
H -1.066 2.616 0.802
H -0.188 1.521 1.914
H -2.231 2.732 2.394
C 3.084 3.153 2.883
C 4.630 2.814 2.862
C 5.023 2.362 1.411
C 5.071 3.482 0.399
C 5.950 4.606 0.979
C 5.570 5.183 2.372
N 5.394 4.000 3.260
O 5.367 4.438 4.629
C 4.213 6.015 2.335
C 6.794 6.010 2.884
C 5.037 1.649 3.729
H 2.572 3.763 2.140
H 2.610 3.535 3.787
H 2.530 2.222 2.765
H 4.370 1.585 1.014
H 6.026 1.937 1.433
H 4.071 3.874 0.219
H 5.503 3.156 -0.548
H 5.832 5.439 0.286
H 7.020 4.408 1.051
H 4.492 7.060 2.197
H 3.674 5.924 3.278
H 3.426 5.738 1.634
H 6.522 6.490 3.823
H 7.030 6.851 2.231
H 7.723 5.466 3.060
H 4.864 1.740 4.801
H 6.088 1.456 3.513
H 4.498 0.764 3.393
C 1.169 -0.801 -4.898
C -0.093 -1.582 -5.429
C 0.163 -2.898 -6.245
C -1.068 -3.387 -6.972
N -0.970 -4.709 -7.808
C -2.366 -5.333 -8.224
C -2.018 -6.866 -8.472
C -0.818 -7.263 -7.593
C -0.371 -5.859 -6.988
C -0.173 -4.406 -9.037
H 1.852 -1.425 -4.320
H 0.776 -0.045 -4.219
H 1.805 -0.437 -5.705
H -0.649 -0.899 -6.071
H -0.730 -1.721 -4.555
H 0.609 -3.702 -5.659
H 0.882 -2.564 -6.992
H -1.548 -2.662 -7.630
H -1.899 -3.735 -6.358
H -2.786 -4.803 -9.078
H -2.989 -5.183 -7.342
H -1.791 -7.185 -9.489
H -2.882 -7.440 -8.138
H 0.041 -7.579 -8.185
H -1.027 -7.993 -6.811
H 0.713 -5.755 -7.028
H -0.797 -5.712 -5.996
H 0.068 -5.384 -9.453
H 0.734 -3.867 -8.763
H -0.688 -3.723 -9.712
C 4.107 -5.864 -1.855
C 3.027 -6.911 -1.452
C 1.543 -6.461 -1.518
C 1.041 -5.351 -0.594
N -0.383 -4.766 -0.870
C -0.820 -3.791 0.292
C -2.310 -3.997 0.385
C -2.411 -5.542 0.246
C -1.482 -5.868 -0.828
C -0.252 -4.058 -2.265
H 4.034 -5.563 -2.900
H 5.005 -6.474 -1.759
H 4.264 -5.054 -1.143
H 3.235 -7.118 -0.403
H 3.170 -7.921 -1.836
H 0.979 -7.370 -1.308
H 1.183 -6.085 -2.476
H 1.769 -4.540 -0.604
H 0.973 -5.706 0.434
H -0.407 -2.816 0.036
H -0.329 -4.177 1.186
H -2.862 -3.497 -0.411
H -2.712 -3.719 1.359
H -3.473 -5.739 0.100
H -2.082 -6.034 1.162
H -2.015 -5.940 -1.776
H -1.017 -6.848 -0.714
H 0.663 -3.498 -2.073
H -1.052 -3.323 -2.350
H -0.227 -4.689 -3.153
C 2.035 2.344 7.317
C 1.989 0.795 7.593
C 0.606 0.115 7.302
C 0.332 -0.278 5.813
N -1.196 -0.324 5.448
C -1.906 -1.392 6.371
C -3.174 -1.789 5.606
C -2.599 -1.921 4.217
C -1.423 -1.030 4.110
C -1.999 1.022 5.399
H 1.560 2.645 6.383
H 3.029 2.791 7.321
H 1.488 2.807 8.139
H 2.301 0.517 8.600
H 2.882 0.490 7.047
H -0.226 0.638 7.773
H 0.580 -0.845 7.819
H 0.756 -1.281 5.867
H 0.944 0.172 5.031
H -2.162 -1.039 7.370
H -1.132 -2.150 6.492
H -3.908 -1.003 5.786
H -3.591 -2.702 6.031
H -3.446 -1.690 3.570
H -2.258 -2.909 3.907
H -1.448 -0.414 3.211
H -0.628 -1.759 3.952
H -2.242 1.422 6.383
H -2.980 0.916 4.934
H -1.275 1.628 4.855
C 3.789 -0.651 -1.500
F 3.698 -1.269 -2.600
F 4.674 -1.397 -0.747
F 4.175 0.609 -1.742
S 2.033 -0.688 -0.464
O 2.029 0.509 0.356
O 0.923 -0.872 -1.430
N 2.120 -2.231 0.406
S 2.555 -1.869 1.766
O 3.725 -1.032 1.952
O 1.428 -1.506 2.653
C 3.271 -3.560 2.407
F 2.476 -4.568 2.115
F 4.567 -3.879 1.948
F 3.384 -3.478 3.724
C -7.240 2.616 -0.005
F -8.157 2.153 0.830
F -6.940 3.855 0.239
F -6.185 1.818 -0.009
S -7.972 2.577 -1.860
O -8.445 1.259 -2.122
O -9.039 3.584 -1.898
N -6.629 3.167 -2.803
S -6.355 1.990 -3.709
O -5.783 0.803 -3.072
O -7.452 1.645 -4.679
C -4.963 2.769 -4.853
F -4.594 1.960 -5.865
F -5.397 3.945 -5.416
F -3.898 3.048 -4.101
C 0.464 6.617 -0.247
F 0.727 7.511 -1.185
F 1.442 6.798 0.675
F -0.726 6.813 0.315
S 0.632 4.787 -0.910
O 0.812 4.010 0.321
O -0.651 4.575 -1.601
N 2.004 5.030 -1.929
S 2.068 3.657 -2.633
O 2.115 2.527 -1.717
O 1.050 3.474 -3.652
C 3.738 3.598 -3.597
F 4.740 3.500 -2.734
F 3.654 2.398 -4.283
F 3.949 4.705 -4.385
C -5.304 4.120 3.373
F -6.402 4.821 3.164
F -4.912 4.393 4.622
F -5.459 2.851 3.215
S -3.915 4.987 2.320
O -4.122 4.402 1.024
O -4.155 6.477 2.343
N -2.446 4.290 2.978
S -1.842 5.505 3.712
O -1.245 6.504 2.841
O -2.704 5.944 4.846
C -0.316 4.665 4.580
F -0.756 4.115 5.704
F 0.229 3.732 3.767
F 0.525 5.602 4.937
*
```

## Properties
Orbital gap: 3.12 eV
ΔE to the lowest compared entry with this formula, charge and spin: 274.95 kcal/mol
LUMO level: -6.1 eV
Electronic energy: -254446.310 eV
HOMO level: -9.24 eV